Entry 1:
C5H12N2OS in the gas phase in a non-equilibrium geometry. Source: the OMol25 dataset; level of theory: ωB97M-V/def2-TZVPD.

Element x y z (Å)
1 C 1.798 -1.633 0.110
2 N 0.400 -1.535 -0.366
3 C -0.407 -0.872 0.603
4 C -0.171 0.567 1.200
5 N -0.396 1.652 0.327
6 C -1.786 2.141 0.182
7 S 0.827 1.829 -0.814
8 O 0.506 0.421 -1.876
9 C 0.341 -1.178 -1.758
10 H 2.334 -0.654 0.368
11 H 1.645 -2.081 1.136
12 H 2.451 -2.088 -0.592
13 H -0.469 -1.492 1.546
14 H -1.475 -0.830 0.289
15 H -0.849 0.724 2.124
16 H 0.894 0.692 1.745
17 H -1.779 3.301 0.290
18 H -2.115 1.878 -0.820
19 H -2.439 1.797 0.976
20 H 1.311 -1.414 -2.205
21 H -0.621 -1.225 -2.465

## Properties
HOMO-LUMO gap = 8.6334 eV
Highest occupied orbital energy = -0.291 Eh
F_max = 3.832 eV/Å
SMILES = CN1CCN(C)SOC1
Energy = -780.511932 a.u.
Molar mass = 148.23 g mol⁻¹



Entry 2:
C5H12N2S in the gas phase in a non-equilibrium geometry. Source: the OMol25 dataset; level of theory: ωB97M-V/def2-TZVPD.

Element x y z (Å)
1 C 1.966 -0.964 -0.069
2 C 0.512 -0.476 0.236
3 C 0.271 0.871 -0.297
4 N 1.347 1.828 0.285
5 N -0.235 -0.694 1.439
6 C -0.742 -1.272 0.169
7 C -1.823 -0.565 -0.688
8 S -2.999 0.370 0.355
9 H 2.247 -1.996 0.518
10 H 2.167 -1.107 -1.166
11 H 2.704 -0.251 0.260
12 H -0.695 1.486 -0.327
13 H 0.623 0.918 -1.359
14 H 1.078 1.940 1.287
15 H 2.272 1.783 0.127
16 H -0.751 0.238 1.674
17 H -0.884 -2.358 0.120
18 H -1.571 0.111 -1.582
19 H -2.518 -1.450 -0.831
20 H -2.969 1.591 -0.152

## Properties
HOMO-LUMO gap = 9.7482 eV
Highest occupied orbital energy = -0.331 Eh
F_max = 7.302 eV/Å
SMILES = C[C@]1(CN)N[C@H]1CS
Energy = -705.281309 a.u.
Molar mass = 132.23 g mol⁻¹



Entry 3:
C5H12N2S as an isolated structure in a non-equilibrium geometry. Source: the OMol25 dataset; level of theory: ωB97M-V/def2-TZVPD.

Element x y z (Å)
1 C 0.879 0.857 1.498
2 C -0.562 0.092 1.507
3 C -0.911 -0.168 0.007
4 C 0.117 -0.654 -0.821
5 C 0.271 -2.241 -1.106
6 H 1.039 1.373 2.566
7 H 1.082 1.670 0.500
8 H 1.708 -0.206 1.140
9 H -0.248 -0.909 1.933
10 H -1.726 2.079 2.421
11 H -1.110 0.718 -0.529
12 H -2.023 -0.511 0.052
13 H 1.036 -3.090 -0.381
14 H -0.785 -2.510 -1.068
15 H 0.586 -1.996 -2.559
16 H 0.848 1.448 -3.036
17 H 0.029 1.927 -1.302
18 N 0.795 -0.049 -1.653
19 N 0.906 1.416 -1.782
20 S -1.928 0.755 2.613

## Properties
HOMO-LUMO gap = 9.8422 eV
Highest occupied orbital energy = -0.338 Eh
F_max = 5.920 eV/Å
Energy = -705.107841 a.u.
Molar mass = 132.23 g mol⁻¹



Entry 4:
C5H12N2SSi in the gas phase in a non-equilibrium geometry. Source: the OMol25 dataset; level of theory: ωB97M-V/def2-TZVPD.

Element x y z (Å)
1 C -1.921 0.930 -1.429
2 Si -1.465 -0.099 0.050
3 C -1.921 0.573 1.791
4 N -1.688 -1.718 -0.381
5 C 0.467 0.058 0.169
6 N 1.242 -0.400 -0.949
7 C 2.652 -0.499 -0.731
8 C 3.149 0.318 0.547
9 S 1.513 0.613 1.424
10 H -2.282 1.983 -1.153
11 H -0.926 0.954 -1.965
12 H -2.608 0.508 -2.155
13 H -1.098 0.442 2.495
14 H -2.230 1.693 1.825
15 H -2.779 -0.066 2.252
16 H -1.047 -2.551 -0.120
17 H -2.388 -1.992 -0.963
18 H 3.097 -0.176 -1.622
19 H 3.050 -1.504 -0.613
20 H 3.665 -0.367 1.148
21 H 3.515 1.300 0.382

## Properties
HOMO-LUMO gap = 8.8011 eV
Highest occupied orbital energy = -0.296 Eh
F_max = 7.318 eV/Å
SMILES = C[Si](C)(N)C1=NCCS1
Energy = -994.890176 a.u.
Molar mass = 160.32 g mol⁻¹



Entry 5:
A 2-piece molecular cluster, C5H12N3 overall in a non-equilibrium geometry. Source: the OMol25 dataset; level of theory: ωB97M-V/def2-TZVPD.

Element x y z (Å)
1 C -2.293 1.566 0.303
2 C 0.199 -1.753 -0.096
3 C -0.782 -1.992 -1.151
4 C 0.908 1.710 -0.437
5 C 1.650 -0.407 1.244
6 N -1.584 0.667 0.711
7 N 0.285 0.447 -0.580
8 N 0.708 -0.576 0.151
9 H -3.223 1.810 0.823
10 H -2.115 2.202 -0.566
11 H 0.514 -2.575 0.531
12 H -1.781 -2.021 -0.708
13 H -0.766 -1.194 -1.889
14 H -0.618 -2.964 -1.611
15 H 1.036 2.054 0.594
16 H 1.894 1.680 -0.917
17 H 0.308 2.429 -0.995
18 H 1.941 -1.376 1.642
19 H 1.177 0.173 2.041
20 H 2.543 0.120 0.907

## Properties
HOMO-LUMO gap (alpha / beta) = 9.1670 / 7.8625 eV
Highest occupied orbital energy (alpha / beta) = -0.500 / -0.492 Eh
F_max = 1.865 eV/Å
Energy = -361.574377 a.u.
Total charge = +1
Molar mass = 114.17 g mol⁻¹



Entry 6:
An isolated ion of composition C5H12N3 and charge +1 in a non-equilibrium geometry. Source: the OMol25 dataset; level of theory: ωB97M-V/def2-TZVPD.

Element x y z (Å)
1 H -0.227 0.039 3.868
2 N 0.203 0.038 2.950
3 C -0.317 0.338 1.866
4 C 0.754 0.418 0.605
5 N 1.580 1.383 0.573
6 N 0.564 -0.401 -0.375
7 C 1.082 -0.343 -1.748
8 C -0.717 -1.183 -0.339
9 C -1.827 -0.239 -0.802
10 H -1.117 0.930 1.593
11 H 1.916 1.898 1.391
12 H 2.180 1.670 -0.257
13 H 1.605 -1.250 -1.854
14 H 0.242 -0.047 -2.444
15 H 1.780 0.502 -1.905
16 H -0.809 -1.623 0.688
17 H -0.529 -2.003 -1.075
18 H -1.759 -0.015 -1.884
19 H -2.825 -0.780 -0.743
20 H -1.778 0.670 -0.109

## Properties
HOMO-LUMO gap = 11.0376 eV
Highest occupied orbital energy = -0.524 Eh
F_max = 5.497 eV/Å
SMILES = [H]/N=C/C(=[NH2+])N(C)CC
Energy = -361.679799 a.u.
Total charge = +1
Molar mass = 114.17 g mol⁻¹



Entry 7:
An isolated ion of composition C5H12N3 and charge +1 in a non-equilibrium geometry. Source: the OMol25 dataset; level of theory: ωB97M-V/def2-TZVPD.

Element x y z (Å)
1 H -2.735 -1.258 1.313
2 N -1.853 -1.154 0.941
3 C -1.921 -0.403 -0.077
4 C -0.609 -0.189 -0.695
5 N 0.088 -1.475 -0.329
6 C 1.040 -1.099 0.780
7 N 1.431 0.151 0.293
8 C 0.216 0.934 0.053
9 C 0.823 2.157 -0.679
10 H -2.831 0.159 -0.522
11 H -0.793 -0.122 -1.772
12 H 0.703 -1.636 -1.084
13 H -0.545 -2.293 -0.110
14 H 1.763 -1.800 0.952
15 H 0.621 -1.109 1.902
16 H 2.240 0.563 0.678
17 H -0.443 1.249 0.900
18 H 1.566 1.875 -1.474
19 H 1.285 2.694 0.051
20 H -0.046 2.756 -1.124

## Properties
HOMO-LUMO gap = 10.5542 eV
Highest occupied orbital energy = -0.503 Eh
F_max = 4.934 eV/Å
SMILES = [H]/N=C/[C@@H]1[NH2+]CN[C@H]1C
Energy = -361.662444 a.u.
Total charge = +1
Molar mass = 114.17 g mol⁻¹



Entry 8:
An isolated ion of composition C5H12N3 and charge +1 in a non-equilibrium geometry. Source: the OMol25 dataset; level of theory: ωB97M-V/def2-TZVPD.

Element x y z (Å)
1 C 0.364 1.980 3.128
2 N 0.774 1.518 1.855
3 N 0.514 0.674 1.060
4 N 0.708 -0.222 0.322
5 C 0.041 -0.711 -0.858
6 C 0.638 0.179 -1.971
7 C 0.100 -2.226 -0.906
8 C -1.417 -0.291 -0.827
9 H -0.756 1.806 3.277
10 H 0.604 3.065 3.242
11 H 0.957 1.322 3.785
12 H -0.023 1.030 -2.051
13 H 1.638 0.457 -1.908
14 H 0.634 -0.327 -2.847
15 H -0.689 -2.680 -0.374
16 H 1.036 -2.518 -0.541
17 H 0.065 -2.489 -1.949
18 H -2.005 -0.724 0.023
19 H -1.273 0.827 -0.704
20 H -1.912 -0.670 -1.758

## Properties
HOMO-LUMO gap = 9.9956 eV
Highest occupied orbital energy = -0.559 Eh
F_max = 3.909 eV/Å
SMILES = CN=[N+]=NC(C)(C)C
Energy = -361.574355 a.u.
Total charge = +1
Molar mass = 114.17 g mol⁻¹



Entry 9:
An isolated ion of composition C5H12N3 and charge +1 in a non-equilibrium geometry. Source: the OMol25 dataset; level of theory: ωB97M-V/def2-TZVPD.

Element x y z (Å)
1 C -3.520 -0.299 0.185
2 N -2.190 0.279 0.126
3 C -1.159 0.002 0.987
4 C 0.201 -0.101 0.728
5 C 1.312 -0.458 1.681
6 N 0.938 0.330 -0.796
7 C 2.225 0.116 -1.093
8 N 2.805 0.531 -2.260
9 H -4.214 0.529 -0.047
10 H -3.612 -1.130 -0.548
11 H -3.788 -0.642 1.143
12 H -2.083 1.041 -0.583
13 H -1.179 -0.514 1.902
14 H 1.281 0.359 2.480
15 H 2.329 -0.347 1.343
16 H 1.180 -1.383 2.267
17 H 0.370 0.827 -1.531
18 H 2.933 -0.422 -0.490
19 H 3.822 0.444 -2.499
20 H 2.347 0.839 -2.995

## Properties
HOMO-LUMO gap = 8.2452 eV
Highest occupied orbital energy = -0.426 Eh
F_max = 6.042 eV/Å
SMILES = CN/C=C(/C)NC=[NH2+]
Energy = -361.650731 a.u.
Total charge = +1
Molar mass = 114.17 g mol⁻¹



Entry 10:
C5H12N3S as an isolated structure in a non-equilibrium geometry. Source: the OMol25 dataset; level of theory: ωB97M-V/def2-TZVPD.

Element x y z (Å)
1 C 1.496 -1.367 -1.584
2 C 0.613 0.483 -0.386
3 C 1.070 1.271 0.800
4 C -0.579 1.000 -1.131
5 C -1.267 -1.282 0.703
6 N 1.639 -0.063 -1.190
7 N 0.456 -1.928 -0.844
8 N 0.116 -1.166 0.279
9 S 2.386 -2.161 -2.674
10 H 1.939 0.815 1.269
11 H 0.274 1.386 1.532
12 H 1.357 2.270 0.475
13 H -0.927 0.293 -1.880
14 H -0.263 1.901 -1.660
15 H -1.395 1.280 -0.475
16 H -1.914 -1.279 -0.171
17 H -1.421 -2.214 1.249
18 H -1.524 -0.454 1.360
19 H 2.320 0.518 -1.650
20 H 0.444 -2.939 -0.774
21 H 0.763 -1.290 1.071

## Properties
HOMO-LUMO gap = 8.9874 eV
Highest occupied orbital energy = -0.459 Eh
F_max = 2.523 eV/Å
Energy = -759.889077 a.u.
Total charge = +1
Molar mass = 146.24 g mol⁻¹



Entry 11:
An isolated ion of composition C5H12N3S2 and charge +1 in a non-equilibrium geometry. Source: the OMol25 dataset; level of theory: ωB97M-V/def2-TZVPD.

Element x y z (Å)
1 C -2.707 0.803 -0.041
2 C -0.577 -0.117 0.690
3 C 2.804 0.455 -0.606
4 C 1.740 -1.930 -0.215
5 C 1.788 -0.470 0.126
6 N -1.589 0.901 0.698
7 N -3.507 1.879 -0.198
8 N 0.509 0.221 -0.052
9 S -3.203 -0.717 -0.743
10 S -1.798 -1.696 0.309
11 H -0.348 -0.363 1.639
12 H 2.838 0.265 -1.614
13 H 2.573 1.449 -0.578
14 H 3.683 0.314 -0.037
15 H 1.509 -2.009 -1.214
16 H 0.952 -2.507 0.500
17 H 2.590 -2.499 -0.165
18 H 1.894 -0.535 1.147
19 H -1.676 1.729 1.238
20 H -3.408 2.576 0.517
21 H -4.375 1.513 -0.527
22 H 0.309 0.737 -0.873

## Properties
HOMO-LUMO gap (alpha / beta) = 5.6561 / 6.6404 eV
2S+1 = 3
Highest occupied orbital energy (alpha / beta) = -0.346 / -0.491 Eh
F_max = 3.844 eV/Å
Energy = -1157.949244 a.u.
Total charge = +1
Molar mass = 178.31 g mol⁻¹



Entry 12:
C5H12N4 in the gas phase in a non-equilibrium geometry. Source: the OMol25 dataset; level of theory: ωB97M-V/def2-TZVPD.

Element x y z (Å)
1 H 1.074 0.807 -1.720
2 N 1.873 0.654 -0.945
3 C 1.392 0.059 0.022
4 C 2.015 -0.235 1.335
5 C -0.228 -0.613 -0.118
6 N -0.022 -1.745 -1.005
7 N -0.738 -1.030 1.162
8 C -0.940 0.543 -0.690
9 C -1.604 1.495 0.262
10 N -0.645 0.810 -1.923
11 H -1.089 1.657 -2.270
12 H 1.362 0.088 2.144
13 H 2.980 0.264 1.397
14 H 2.149 -1.313 1.434
15 H -0.903 -1.996 -1.448
16 H 0.611 -1.515 -1.767
17 H -0.251 -1.863 1.467
18 H -1.727 -1.249 1.109
19 H -1.918 2.404 -0.247
20 H -2.471 1.020 0.732
21 H -0.920 1.757 1.070

## Properties
HOMO-LUMO gap = 9.4047 eV
Highest occupied orbital energy = -0.318 Eh
F_max = 2.809 eV/Å
SMILES = [H]/N=C(/C)C(N)(N)/C(C)=N/[H]
Energy = -416.700971 a.u.
Molar mass = 128.18 g mol⁻¹



The highest molar mass belongs to which entry? C5H12N3S2



Look up the energy of the second one. -705.281309 a.u.



molar mass of number 8 (C5H12N3)? 114.17 g mol⁻¹